Entry from the Open Molecules 2025 dataset: a molecular structure, C48H64NiO5S (ωB97M-V with the def2-TZVPD basis set).

Output
<S²>: 2.009
Molecular weight (g mol⁻¹): 811.79
Gap between HOMO and LUMO (spin up / spin down) (Eh): 0.273 / 0.283
HOMO level (spin up / spin down) (hartree): -0.2607 / -0.2713
Largest force on an atom (eV/A): 0.3
Energy above the lowest of the compared OMol25 structures with the same formula, charge and spin (kJ/mol): 0.0
E_tot (eV): -112931.6917
2S+1: 3
Lowest unoccupied orbital energy (spin up / spin down) (eV): 0.33 / 0.33

Geometry as XYZ:
```
119
C48H64NiO5S ωB97M-V with the def2-TZVPD basis set
Ni -1.39514 -0.02473 -0.44686
C -2.62373 -0.43318 -3.60421
O -1.67080 -0.20006 -2.57871
C -0.34439 -0.20750 -2.96223
C 0.34216 -1.41956 -2.96347
C -0.30145 -2.69947 -2.45072
C -0.14977 -2.96821 -0.95561
C 0.89992 -3.74684 -0.48977
C 1.04408 -4.09193 0.85468
C 0.08577 -3.60682 1.74497
C -0.98923 -2.83142 1.32877
C -2.10484 -2.49666 2.30044
C -2.82499 -1.15445 2.31703
C -4.19291 -1.14904 2.58291
C -4.93134 0.02350 2.63583
C -4.26340 1.22556 2.41034
C -2.90550 1.28873 2.13758
C -2.28772 2.66489 1.90917
C -1.18816 2.92245 0.89330
C -0.13546 3.77239 1.20907
C 0.80429 4.17590 0.26231
C 0.67394 3.65493 -1.02699
C -0.35117 2.79669 -1.39181
C -0.46559 2.31207 -2.83564
C 0.27653 1.01947 -3.13907
C 1.61425 1.00268 -3.53138
C 2.31425 -0.18940 -3.70076
C 1.66542 -1.38461 -3.37734
C 3.74786 -0.23610 -4.23433
C 3.73419 -0.96167 -5.58703
C 4.33710 1.15966 -4.44121
C 4.66435 -0.99917 -3.26925
C -1.31343 2.43299 -0.41881
O -2.33218 1.62099 -0.69434
C 1.86894 5.23754 0.55084
C 1.59847 6.46274 -0.33410
C 3.27367 4.70810 0.24009
C 1.85194 5.69136 2.01077
C -2.21618 0.07573 2.12372
O -0.88319 0.05340 1.72772
C 0.04168 0.65465 2.62680
C -6.43595 0.04136 2.90414
C -6.70502 0.82746 4.19430
C -7.01269 -1.36483 3.06648
C -7.15967 0.72080 1.73385
C -1.12251 -2.51270 -0.03400
O -2.15342 -1.77564 -0.42542
C 2.17937 -5.02621 1.27732
C 3.54298 -4.41598 0.92656
C 2.16104 -5.31306 2.77875
C 2.03088 -6.36123 0.53380
H -2.46699 0.27530 -4.42170
H -3.60293 -0.27922 -3.15908
H -2.54369 -1.45466 -3.98311
H 0.15205 -3.53677 -2.98684
H -1.36734 -2.69795 -2.67313
H 1.61512 -4.12062 -1.21626
H 0.14745 -3.86038 2.79647
H -1.73857 -2.69428 3.31424
H -2.89202 -3.23703 2.12552
H -4.67883 -2.10485 2.72227
H -4.81904 2.15533 2.41418
H -1.94137 3.05016 2.87509
H -3.12680 3.30822 1.62746
H -0.08800 4.16241 2.21869
H 1.37321 3.96396 -1.79916
H -0.07075 3.09510 -3.48770
H -1.52397 2.18583 -3.06189
H 2.09939 1.95280 -3.71552
H 2.20535 -2.32315 -3.43169
H 3.06466 -0.45955 -6.28647
H 3.39434 -1.99191 -5.47837
H 4.73654 -0.97783 -6.01929
H 3.77732 1.72906 -5.18405
H 5.36491 1.07086 -4.79603
H 4.35651 1.73406 -3.51281
H 4.28552 -1.99471 -3.04216
H 4.77561 -0.45931 -2.32867
H 5.65701 -1.11158 -3.70923
H 1.66375 6.21059 -1.39266
H 2.32654 7.25029 -0.12836
H 0.59945 6.85841 -0.14603
H 3.35255 4.35011 -0.78725
H 3.53463 3.88774 0.90915
H 4.01455 5.49859 0.37742
H 0.89792 6.14584 2.28026
H 2.63206 6.43768 2.17008
H 2.04042 4.86017 2.69288
H 0.52744 -0.13382 3.20879
H -0.47215 1.33362 3.30637
H 0.77117 1.20879 2.04127
H -6.18862 0.36991 5.03963
H -7.77501 0.84288 4.41192
H -6.36220 1.85904 4.10897
H -6.57008 -1.88745 3.91582
H -6.85743 -1.96846 2.17140
H -8.08763 -1.29725 3.24169
H -6.83422 1.75160 1.59972
H -8.23681 0.73108 1.91396
H -6.97149 0.18693 0.80160
H 3.74343 -3.54000 1.54430
H 3.59006 -4.11366 -0.12077
H 4.34087 -5.13985 1.10535
H 2.27630 -4.39962 3.36518
H 2.98802 -5.97794 3.03331
H 1.23446 -5.80092 3.08364
H 2.14477 -6.23395 -0.54274
H 1.04759 -6.79623 0.71724
H 2.79096 -7.06918 0.87043
C 3.27702 0.96179 -0.29754
S 2.23267 -0.48829 -0.24315
C 2.60662 -0.94248 1.44682
O 0.85159 0.09718 -0.23555
H 2.89260 1.66295 0.44043
H 3.18860 1.39116 -1.29179
H 4.30921 0.68458 -0.08836
H 3.60423 -1.37986 1.45038
H 1.87456 -1.69443 1.73999
H 2.56369 -0.07245 2.09694
```